Entry 1:
This record from the OMol25 dataset describes a structure of composition C47H45AsN9OS2V in a non-equilibrium geometry. The level of theory is the ωB97M-V functional and the def2-TZVPD basis.

ORCA input file:
```
! RIJCOSX wB97M-V def2-TZVPD def2/J DEFGRID3
* xyz -1 2
V 1.05280 1.37948 -1.10557
C 1.22643 -3.39069 -3.08778
C 2.32983 -3.99094 -2.39813
C 2.73534 -3.47460 -1.21368
C 2.11577 -2.32149 -0.63928
N 0.86558 -1.95063 -1.21787
C 0.51116 -2.43124 -2.48124
N 2.70515 -1.73464 0.35910
C 2.72773 -0.48293 0.82520
N 2.21984 0.69616 0.28403
C 2.83300 1.75129 0.92566
N 2.71838 3.06699 0.78597
C 1.99211 3.78512 -0.07029
C 2.05621 5.20030 0.08907
C 1.37839 6.03402 -0.74675
C 0.65122 5.46876 -1.81655
C 0.62374 4.11430 -1.95031
N 1.22622 3.24937 -1.08315
C 3.71711 1.23559 1.94514
C 4.55524 1.87832 2.85318
C 5.29548 1.09720 3.71759
C 5.21177 -0.30530 3.67454
C 4.38842 -0.94466 2.77118
C 3.62711 -0.16258 1.90031
H 0.93905 -3.72819 -4.07308
H 2.82466 -4.85625 -2.81803
H 3.59226 -3.85685 -0.67767
H -0.39163 -2.01926 -2.90690
H 2.67291 5.56883 0.89612
H 1.41004 7.10726 -0.60832
H 0.10675 6.08615 -2.51646
H 0.08434 3.66602 -2.77316
H 4.61505 2.95906 2.85609
H 5.95676 1.56906 4.43400
H 5.80924 -0.88899 4.36435
H 4.32081 -2.02486 2.73916
S 2.23063 1.00472 -3.04024
C 0.74378 0.62558 -3.97491
N 0.78503 0.05872 -5.14699
N 2.00460 -0.28359 -5.62670
C 2.11760 -1.13753 -6.68965
C 0.99956 -1.48250 -7.46631
C 1.12685 -2.38901 -8.50324
C 2.35461 -2.96925 -8.80228
C 3.46955 -2.59859 -8.06028
C 3.36215 -1.68876 -7.02408
N -0.46447 0.88029 -3.44417
N -0.46539 1.34654 -2.18342
C -1.72683 1.77395 -1.76278
C -1.87569 2.32973 -0.48583
C -3.10004 2.81357 -0.06063
C -4.21274 2.74757 -0.88894
C -4.08144 2.18356 -2.15259
C -2.85581 1.71244 -2.59389
H 2.81267 -0.08643 -5.04644
H 0.05033 -1.02937 -7.22206
H 0.24744 -2.64970 -9.08022
H 2.43516 -3.70293 -9.59407
H 4.43322 -3.03951 -8.28586
H 4.24024 -1.40751 -6.45355
H -1.02001 2.37998 0.17623
H -3.17985 3.25935 0.92421
H -5.16951 3.13241 -0.55900
H -4.94454 2.10361 -2.80278
H -2.73747 1.28488 -3.57807
C -3.02245 0.26973 3.29253
C -1.89941 1.25067 3.60716
As -0.20583 1.04847 2.56562
C 0.68491 -0.17822 3.83981
C 0.48616 -1.65119 3.48378
C 0.50303 2.76781 3.27553
C 0.77266 2.83185 4.77708
H -3.86608 0.44064 3.96656
H -2.69453 -0.76299 3.42136
H -3.37124 0.39080 2.26623
H -1.65168 1.18000 4.66844
H -2.24951 2.27009 3.42169
H 0.30825 0.02095 4.84522
H 1.75166 0.05120 3.82736
H -0.56637 -1.93819 3.55031
H 1.05464 -2.29061 4.16301
H 0.82838 -1.84855 2.46636
H -0.23276 3.53429 3.01203
H 1.41515 3.01943 2.73844
H -0.12392 2.60460 5.35655
H 1.10101 3.83523 5.05885
H 1.55551 2.13242 5.07132
C -5.72263 -2.40072 4.71500
C -6.75003 -3.11254 3.87862
O -7.93170 -3.07571 4.08775
S -6.14933 -4.18423 2.55830
C -4.62791 -3.42038 2.03657
C -3.38907 -3.91340 2.43263
C -2.22991 -3.33280 1.95274
C -2.28433 -2.27792 1.03339
C -3.53578 -1.78052 0.65332
C -4.69355 -2.34617 1.15350
C -1.09855 -1.84978 0.36931
C -0.15755 -1.68242 -0.36715
H -6.16130 -1.50107 5.14328
H -4.82198 -2.15471 4.16396
H -5.45254 -3.07711 5.52938
H -3.34218 -4.76584 3.09808
H -1.26304 -3.70844 2.26255
H -3.58967 -0.95516 -0.04077
H -5.66043 -1.96092 0.85635
*
```

Frontier orbital gap (spin up / spin down) (hartree): 0.1566 / 0.1706
Energy relative to the best compared isomer or geometry (same formula, charge and spin) (kcal per mole): 35.5
Total energy (eV): -173122.1888

Here are the Mulliken charges for atoms 1 to 99, given in e: V 0.198; C -0.624; C -0.503; C -0.979; C 0.314; N 0.659; C -0.504; N -0.229; C -1.344; N 1.303; C -1.074; N -0.209; C 0.352; C -0.867; C -0.423; C -1.057; C -0.295; N 0.814; C 0.512; C 0.045; C -0.817; C -0.747; C 0.017; C -0.034; H 0.465; H 0.409; H 0.508; H 0.361; H 0.453; H 0.402; H 0.443; H 0.329; H 0.522; H 0.402; H 0.391; H 0.481; S -0.724; C 0.207; N -0.512; N 0.213; C 0.519; C -0.390; C -0.457; C -0.576; C -0.497; C -0.483; N -1.018; N 1.973; C -0.433; C 0.599; C -0.734; C -0.661; C -0.640; C -0.588; H 0.238; H 0.395; H 0.349; H 0.358; H 0.338; H 0.351; H -0.025; H 0.373; H 0.403; H 0.393; H 0.421; C -0.701; C -1.090; As 0.907; C -0.860; C -1.062; C -0.280; C -1.500; H 0.527; H -0.049; H 0.088; H 0.463; H 0.499; H 0.803; H 0.109; H 0.335; H 0.455; H -0.055; H 0.531; H -0.009; H 0.301; H 0.430; H 0.257; C -0.462; C 0.639; O -0.553; S -0.136; C -0.554; C -0.692; C 0.108; C 0.178; C -0.300; C -0.365; C -0.602; C 0.089

Entry 2:
This record from the OMol25 dataset describes a structure of composition C47H45FIN7O3PSSeV in a non-equilibrium geometry. The level of theory is the ωB97M-V functional and the def2-TZVPD basis.

ORCA input file:
```
! RIJCOSX wB97M-V def2-TZVPD def2/J DEFGRID3
* xyz 3 2
V -0.51368 0.69796 -1.81429
C -0.20663 4.53610 4.55707
C 0.98099 3.65332 4.18474
N 0.60441 2.69674 3.15231
C 0.89817 2.98952 1.88579
C 0.50686 2.23982 0.80234
C 0.91260 2.70290 -0.55241
O 1.50843 3.73421 -0.75173
O 0.52965 1.88994 -1.49298
C -0.28007 1.06260 0.99850
O -0.67033 0.29435 0.08374
C -0.61991 0.77520 2.37384
C -1.46107 -0.30813 2.65109
C -1.76598 -0.64382 3.93920
F -2.63247 -1.65307 4.13873
C -1.22273 0.04936 5.04757
C -0.45251 1.17738 4.75015
C -0.15317 1.57077 3.44151
N -1.42955 -0.38095 6.34241
C -1.74868 -1.74941 6.69410
C -0.78531 -2.23596 7.78038
N -0.86360 -1.34107 8.96631
C -0.55069 0.06005 8.57765
C -1.53077 0.49610 7.48540
H 0.06333 5.19216 5.37889
H -1.06330 3.94049 4.86090
H -0.50248 5.15198 3.71069
H 1.37739 3.11801 5.04895
H 1.78057 4.27898 3.78849
H 1.48245 3.87819 1.68175
H -1.89427 -0.86721 1.83533
H -0.06381 1.76141 5.56638
H -1.63401 -2.41089 5.83889
H -2.78720 -1.83082 7.04023
H 0.24017 -2.21770 7.40415
H -1.03108 -3.25734 8.07493
H -0.21939 -1.66622 9.69904
H -1.81657 -1.38107 9.35806
H 0.47535 0.08976 8.20369
H -0.62676 0.70750 9.45261
H -1.32858 1.52962 7.21367
H -2.55450 0.45827 7.88594
I -1.98502 -1.59280 -2.16759
C -0.97946 -3.50149 -2.26169
C -1.85292 -4.55918 -2.32996
C -1.38183 -5.87618 -2.29324
C -0.04256 -6.10317 -2.16066
C 0.87380 -5.03242 -2.10353
C 2.24422 -5.32588 -1.95965
C 3.17392 -4.32644 -1.90815
C 2.75371 -3.00290 -2.00462
C 1.41994 -2.65755 -2.15064
P 1.28230 -0.83017 -2.19129
C 2.17090 -0.53478 -0.61572
C 1.69767 -1.28070 0.46469
C 2.29000 -1.16598 1.70508
C 3.35426 -0.29273 1.88136
C 3.81183 0.46795 0.82013
C 3.22329 0.35624 -0.43073
C 2.42424 -0.29099 -3.49809
C 2.67075 1.07726 -3.61922
C 3.57032 1.54414 -4.56051
C 4.21985 0.65127 -5.39721
C 3.94753 -0.70423 -5.31018
C 3.03983 -1.17659 -4.37895
C 0.42250 -3.66881 -2.18257
H -2.91394 -4.37121 -2.39944
H -2.08407 -6.69159 -2.35097
H 0.34861 -7.10757 -2.09896
H 2.53912 -6.36050 -1.88269
H 4.22203 -4.54372 -1.79706
H 3.49921 -2.21917 -1.96069
H 0.86929 -1.96853 0.31403
H 1.93799 -1.77650 2.52276
H 3.83769 -0.22200 2.84313
H 4.64628 1.13772 0.96270
H 3.61262 0.94034 -1.25367
H 2.16981 1.78577 -2.96994
H 3.77248 2.60170 -4.63056
H 4.93633 1.01263 -6.11648
H 4.45373 -1.39999 -5.96149
H 2.83037 -2.23474 -4.33106
C -0.91074 -1.48285 -7.58452
C 0.27648 -1.21791 -6.65346
C -0.03793 -0.12282 -5.71466
N -0.22566 -0.25909 -4.45480
N -0.52656 0.87840 -3.80295
C -0.55383 1.93919 -4.58444
N -0.81840 3.17840 -4.16618
S -0.21852 1.54376 -6.24581
H -0.67238 -2.29791 -8.26059
H -1.13357 -0.60253 -8.18269
H -1.79568 -1.75181 -7.01283
H 1.14693 -0.94130 -7.25137
H 0.51094 -2.10981 -6.07103
H -0.82178 3.38163 -3.17459
H -0.75078 3.95428 -4.80404
Se -2.56973 1.83347 -1.18551
C -3.97788 2.75382 -2.12727
C -4.24898 4.05435 -1.70687
C -5.34995 4.70084 -2.24871
N -6.12867 4.11687 -3.12791
C -5.88433 2.89588 -3.54282
C -4.80525 2.15672 -3.06691
H -3.63517 4.53290 -0.95770
H -5.61936 5.70313 -1.94687
H -6.58326 2.47863 -4.25456
H -4.64383 1.13821 -3.39157
*
```

Frontier orbital gap (spin up / spin down) (hartree): 0.2205 / 0.2471
Energy relative to the best compared isomer or geometry (same formula, charge and spin) (kcal per mole): 18.5
Total energy (eV): -187997.9703

Here are the Mulliken charges for atoms 1 to 99, given in e: V -1.480; C -1.055; C -0.935; N 0.298; C -0.164; C 0.412; C -0.350; O -0.625; O 0.262; C 1.470; O -0.807; C 1.326; C -0.797; C 0.035; F -0.392; C -0.685; C -0.129; C -0.596; N 0.169; C -0.616; C -0.832; N -0.093; C -0.676; C -0.728; H 0.406; H 0.337; H 0.359; H 0.436; H 0.434; H 0.654; H 0.677; H 0.399; H 0.466; H 0.296; H 0.353; H 0.421; H 0.362; H 0.397; H 0.366; H 0.432; H 0.428; H 0.272; I 0.331; C 0.006; C -0.645; C -0.981; C -0.978; C 1.073; C -0.948; C -1.452; C -0.769; C 1.277; P 2.707; C 0.993; C -1.011; C -0.438; C -0.817; C -0.803; C -0.284; C 0.721; C -0.436; C -1.104; C -0.838; C -0.959; C -0.664; C 0.140; H 0.479; H 0.435; H 0.456; H 0.462; H 0.488; H 0.693; H 0.268; H 0.499; H 0.496; H 0.548; H 0.499; H 0.366; H 0.566; H 0.470; H 0.506; H 0.540; C -1.278; C -0.469; C 0.324; N -0.215; N 0.677; C 0.290; N -0.330; S -0.151; H 0.407; H 0.396; H 0.324; H 0.371; H 0.134; H 0.032; H 0.271; Se -0.110; C 0.635

Q: Among the records above, which one has the highest total energy?
A: C47H45AsN9OS2V